No. 1
C21H21AlN6STe | the ωB97M-V functional and the def2-TZVPD basis

Its HOMO energy (alpha / beta) is -0.49472 / -0.49517 hartree. As for the total energy: -2049.47729 Ha. As for the LUMO energy (alpha / beta): -7.54 / -7.52 eV. Its total charge is +2. Its multiplicity is 1.

XYZ file:
```
51
Properties=species:S:1:pos:R:3:forces:R:3:mulliken_charge:R:1
Al -1.165 -0.293 1.227 -0.34 -0.05 -0.30 -0.0846
S -1.848 -2.259 0.482 0.29 0.33 0.04 -0.2237
C -0.378 -2.331 -0.543 -1.02 0.98 0.72 0.5361
N -0.241 -3.483 -1.170 0.63 -1.64 -0.98 -0.6968
N 0.569 -3.768 -2.113 -0.58 -0.48 0.94 0.2566
C 1.295 -2.965 -2.995 0.93 1.06 -0.89 0.7576
C 2.510 -3.453 -3.496 -0.48 0.05 0.43 -0.4999
C 3.225 -2.700 -4.409 -0.08 0.13 -0.09 -0.6219
C 2.719 -1.486 -4.858 0.09 -0.14 0.09 -0.5271
C 1.493 -1.021 -4.394 -0.03 -0.12 0.09 -0.7116
C 0.788 -1.743 -3.453 -0.07 -0.38 0.02 -0.0961
N 0.548 -1.413 -0.543 0.83 0.44 0.15 -0.3546
N 0.479 -0.420 0.307 -1.14 -1.03 -0.24 0.4094
C 1.591 0.404 0.427 1.00 0.74 0.06 0.7731
C 2.777 0.196 -0.281 -0.38 -0.09 0.13 -0.4046
C 3.841 1.051 -0.071 -0.07 0.08 0.07 -0.6198
C 3.725 2.124 0.801 -0.07 0.02 0.11 -0.5612
C 2.545 2.331 1.510 0.18 0.05 -0.01 -0.9702
C 1.489 1.463 1.332 -0.33 -0.55 -0.23 -0.1002
H 0.664 -4.778 -2.257 -0.28 0.34 0.00 0.3029
H 2.892 -4.399 -3.138 0.06 -0.11 -0.04 0.4114
H 4.168 -3.069 -4.783 0.04 -0.01 -0.01 0.4228
H 3.273 -0.905 -5.576 0.06 0.03 -0.11 0.4445
H 1.075 -0.106 -4.786 0.02 0.07 0.01 0.4236
H -0.178 -1.397 -3.117 -0.03 0.05 0.03 0.5293
H 2.847 -0.636 -0.962 0.06 -0.05 -0.07 0.4855
H 4.773 0.864 -0.582 0.09 0.06 -0.10 0.4272
H 4.560 2.791 0.946 0.07 0.07 0.03 0.4230
H 2.468 3.149 2.207 0.00 0.11 0.07 0.4243
H 0.550 1.544 1.897 0.28 0.27 0.09 0.1906
C -1.383 1.261 4.915 -0.06 0.03 -0.03 -1.0547
Te -2.312 -0.225 3.662 0.57 -0.01 0.77 0.4704
C -1.465 -1.844 4.800 -0.02 -0.06 -0.04 -1.0076
H -0.405 0.910 5.233 0.01 -0.12 -0.16 0.3678
H -2.021 1.387 5.786 -0.11 -0.07 -0.05 0.3996
H -1.292 2.211 4.401 -0.06 0.02 -0.15 0.3576
H -2.107 -1.992 5.666 -0.07 0.10 -0.10 0.3681
H -0.463 -1.576 5.129 -0.03 0.12 -0.16 0.3732
H -1.438 -2.754 4.209 -0.07 0.05 -0.15 0.3575
N -6.823 2.143 0.112 -0.70 -0.05 0.04 -0.3324
C -5.683 2.190 0.065 0.25 -0.09 0.04 -0.2717
C -4.264 2.266 0.002 0.59 0.09 -0.04 -0.0630
C -3.641 3.371 -0.589 0.20 -0.33 0.16 -0.1292
C -2.256 3.391 -0.651 -0.10 -0.11 0.08 -0.9589
C -1.540 2.339 -0.108 0.25 0.32 -0.14 -0.0326
N -2.136 1.297 0.490 0.11 -0.38 0.08 0.1604
C -3.475 1.250 0.527 -0.42 0.01 0.00 0.0437
H -4.234 4.180 -0.989 -0.04 0.03 -0.04 0.5562
H -1.738 4.218 -1.110 0.09 0.01 -0.02 0.4721
H -0.457 2.320 -0.140 -0.03 0.04 -0.02 0.5407
H -3.922 0.368 0.979 -0.06 0.17 -0.09 0.6374
```
Forces are in eV/Å.


No. 2
C21H21AsN4O2ReS | the ωB97M-V functional and the def2-TZVPD basis

Its HOMO energy (alpha / beta) is -0.50619 / -0.51527 hartree. As for the total energy: -3894.13975 Ha. Its expectation value of S² is 0.758. As for the LUMO energy (alpha / beta): -7.28 / -7.48 eV. Its total charge is +2. Its multiplicity is 2.

XYZ file:
```
51
Properties=species:S:1:pos:R:3:forces:R:3:mulliken_charge:R:1
Re 0.122 -0.164 0.123 0.16 -0.30 0.15 0.8824
O 2.577 2.809 1.209 -0.01 -0.05 -0.05 -0.5712
C 2.012 1.917 0.649 0.06 0.05 0.02 0.2494
N 0.983 1.125 1.217 0.00 0.04 0.14 -0.2621
C 0.550 1.234 2.582 0.01 0.05 -0.06 0.4504
C 1.172 1.946 3.600 0.02 -0.02 -0.04 -0.9159
C 0.576 1.962 4.853 -0.05 -0.03 0.02 -0.7066
C -0.621 1.295 5.088 0.05 0.03 0.00 -0.7555
C -1.243 0.574 4.079 0.01 -0.05 -0.03 -0.3014
C -0.640 0.535 2.829 -0.01 -0.05 -0.06 0.0038
N -1.118 -0.132 1.675 0.03 0.11 -0.02 0.6183
C -2.446 -0.434 1.453 -0.09 0.04 -0.04 -0.3043
O -3.274 -0.765 2.260 -0.01 0.02 0.01 -0.5717
C -2.772 -0.274 -0.016 -0.02 0.05 -0.09 0.8839
C -4.054 -0.388 -0.489 -0.01 0.01 -0.06 -0.6401
C -4.297 -0.079 -1.827 0.02 -0.01 0.05 -0.2669
C -3.247 0.330 -2.634 0.01 0.00 -0.01 -0.8831
C -1.974 0.399 -2.097 0.06 -0.02 -0.03 0.0268
N -1.736 0.092 -0.814 -0.05 -0.06 0.13 -0.2310
C 2.350 1.503 -0.762 0.03 0.03 0.01 0.6886
C 3.382 2.113 -1.442 -0.06 -0.03 0.04 -0.6823
C 3.673 1.677 -2.728 -0.03 -0.07 -0.05 -0.3518
C 2.918 0.652 -3.282 0.05 0.07 0.04 -0.8658
C 1.887 0.100 -2.542 0.01 0.06 -0.01 -0.0283
N 1.608 0.516 -1.301 -0.19 0.11 -0.05 -0.0223
H 2.084 2.490 3.419 0.00 0.00 0.00 0.5169
H 1.048 2.519 5.650 -0.01 0.00 0.01 0.4389
H -1.078 1.336 6.068 0.01 0.00 0.00 0.4476
H -2.172 0.051 4.255 0.00 0.01 0.00 0.5525
H -4.838 -0.686 0.193 -0.01 0.00 -0.01 0.5170
H -5.299 -0.143 -2.229 0.00 0.00 0.01 0.4804
H -3.404 0.594 -3.670 0.01 0.00 0.00 0.4343
H -1.118 0.699 -2.687 -0.01 0.00 0.00 0.5112
H 3.935 2.907 -0.959 0.00 0.00 0.01 0.5348
H 4.479 2.130 -3.288 0.00 -0.01 -0.01 0.4731
H 3.118 0.281 -4.277 0.01 0.00 0.00 0.4260
H 1.272 -0.698 -2.937 0.00 0.00 0.01 0.5324
C 0.794 -2.541 3.517 0.04 0.01 -0.04 -0.7917
As 0.476 -3.389 1.831 -0.02 -0.03 0.00 0.5714
C 1.542 -4.971 1.686 0.01 0.00 -0.01 -1.0081
C -1.374 -3.836 1.637 0.00 -0.02 0.04 -0.7497
S 1.188 -2.178 0.120 0.01 0.03 0.01 -0.4785
H 0.766 -3.323 4.276 0.00 0.01 0.01 0.4910
H 0.020 -1.802 3.706 -0.02 0.02 0.00 0.1479
H 1.772 -2.063 3.508 0.01 -0.03 -0.02 0.3779
H 1.222 -5.685 2.444 -0.01 0.01 0.01 0.4104
H 2.587 -4.708 1.841 0.00 -0.01 0.00 0.3886
H 1.409 -5.399 0.694 0.00 -0.01 0.01 0.3891
H -1.622 -4.566 2.408 0.01 -0.01 -0.01 0.4734
H -1.537 -4.270 0.652 0.00 0.01 0.00 0.3804
H -1.985 -2.949 1.780 0.00 0.00 0.00 0.0896
```
Forces are in eV/Å.


> Which formula does entry 1 have?

C21H21AlN6STe


> Number 2 is which compound?

C21H21AsN4O2ReS